1.
Molecular formula: C34H96N17O5P5
Method: DFT, wB97M-V/def2-TZVPD

Positions of all 157 atoms, in Å:
C: -0.23 1.27 3.40
N: 0.11 0.21 4.41
C: 0.97 -0.86 3.86
P: -0.25 0.22 6.12
O: 0.84 -0.40 6.92
N: -0.55 1.74 6.61
C: 0.54 2.77 6.46
C: -1.40 2.06 7.73
N: -1.86 -0.44 6.10
C: -2.93 0.05 5.18
C: -2.11 -1.78 6.73
H: -0.89 0.84 2.65
H: 0.64 1.78 2.98
H: -0.78 2.07 3.91
H: 0.57 -1.79 4.26
H: 2.02 -0.79 4.15
H: 0.91 -0.90 2.77
H: 1.06 2.68 5.50
H: 0.23 3.80 6.63
H: 1.34 2.56 7.16
H: -1.86 1.14 8.11
H: -0.75 2.57 8.45
H: -2.24 2.70 7.45
H: -3.81 0.27 5.79
H: -2.69 1.02 4.75
H: -3.08 -0.74 4.44
H: -1.22 -2.07 7.29
H: -2.07 -2.56 5.98
H: -3.03 -1.84 7.31
C: 3.17 1.70 1.39
N: 3.05 3.12 1.73
C: 1.96 3.75 1.04
P: 4.06 4.11 2.69
O: 3.78 5.58 2.48
N: 3.76 3.35 4.26
C: 3.76 4.10 5.51
C: 3.83 1.90 4.47
N: 5.66 3.61 2.21
C: 6.78 3.94 3.07
C: 5.94 3.84 0.81
H: 2.37 1.15 1.87
H: 4.14 1.28 1.67
H: 3.08 1.57 0.31
H: 2.21 4.04 0.02
H: 1.68 4.70 1.50
H: 1.10 3.07 1.04
H: 4.79 4.38 5.76
H: 3.23 5.04 5.42
H: 3.44 3.59 6.43
H: 3.94 1.57 5.50
H: 2.98 1.39 4.01
H: 4.73 1.54 3.97
H: 7.60 3.28 2.80
H: 7.18 4.95 2.97
H: 6.58 3.78 4.13
H: 6.04 4.91 0.62
H: 5.13 3.46 0.19
H: 6.85 3.38 0.42
C: -1.23 -3.21 1.49
N: -0.43 -4.43 1.85
C: -1.31 -5.21 2.76
P: 1.36 -4.45 1.95
O: 1.91 -3.70 3.10
N: 1.81 -6.11 1.98
C: 3.11 -6.56 2.57
C: 1.28 -7.11 1.02
N: 1.92 -3.79 0.45
C: 1.31 -4.22 -0.83
C: 2.94 -2.73 0.30
H: -1.38 -2.59 2.38
H: -2.23 -3.54 1.21
H: -0.69 -2.66 0.72
H: -0.87 -6.17 3.05
H: -2.23 -5.52 2.26
H: -1.58 -4.74 3.70
H: 3.88 -5.92 2.14
H: 3.05 -6.38 3.64
H: 3.35 -7.61 2.45
H: 1.48 -8.12 1.39
H: 0.22 -7.01 0.79
H: 1.83 -6.97 0.09
H: 0.60 -3.45 -1.14
H: 2.07 -4.30 -1.60
H: 0.70 -5.09 -0.58
H: 3.95 -3.03 0.02
H: 2.86 -2.06 1.16
H: 2.56 -2.08 -0.49
C: -0.56 -5.29 -3.94
N: -0.35 -4.18 -4.91
C: 0.96 -4.21 -5.54
P: -1.58 -3.11 -5.39
O: -1.09 -1.88 -6.10
N: -2.66 -4.10 -6.24
C: -2.58 -5.54 -6.33
C: -3.80 -3.50 -6.85
N: -2.40 -2.68 -3.96
C: -1.87 -1.56 -3.19
C: -3.26 -3.52 -3.20
H: 0.16 -5.20 -3.12
H: -0.45 -6.28 -4.39
H: -1.57 -5.27 -3.53
H: 1.75 -4.35 -4.81
H: 1.06 -3.29 -6.13
H: 1.05 -5.01 -6.27
H: -1.57 -5.84 -6.58
H: -2.89 -5.93 -5.36
H: -3.45 -5.85 -6.91
H: -3.58 -2.61 -7.43
H: -4.43 -4.17 -7.44
H: -4.53 -3.22 -6.08
H: -2.60 -1.27 -2.43
H: -0.94 -1.75 -2.66
H: -1.74 -0.73 -3.89
H: -3.46 -4.52 -3.56
H: -4.19 -2.96 -3.06
H: -2.78 -3.78 -2.26
C: -1.84 5.55 -1.29
N: -2.02 4.44 -2.25
C: -1.96 3.12 -1.77
P: -2.64 4.86 -3.81
O: -1.75 5.89 -4.45
N: -2.68 3.40 -4.74
C: -1.37 2.78 -4.99
C: -3.57 3.32 -5.94
N: -4.22 5.38 -3.59
C: -4.58 6.82 -3.66
C: -5.21 4.56 -2.97
H: -1.05 5.28 -0.58
H: -2.79 5.64 -0.77
H: -1.62 6.48 -1.81
H: -1.74 2.37 -2.53
H: -2.92 2.81 -1.37
H: -1.24 3.09 -0.95
H: -0.90 3.05 -5.93
H: -0.72 3.08 -4.17
H: -1.37 1.69 -4.89
H: -3.28 3.90 -6.82
H: -3.55 2.31 -6.34
H: -4.58 3.66 -5.70
H: -5.37 6.88 -4.41
H: -4.97 7.28 -2.75
H: -3.86 7.41 -4.24
H: -6.18 5.04 -3.14
H: -5.05 4.47 -1.90
H: -5.31 3.63 -3.53
C: 1.70 1.25 -6.16
C: 1.70 1.44 -4.70
N: 1.69 1.59 -3.56
H: 1.85 0.18 -6.32
H: 2.48 1.83 -6.65
H: 0.71 1.38 -6.59
C: 0.62 0.65 -0.52
C: -0.69 0.08 -0.27
N: -1.70 -0.37 -0.07
H: 1.38 -0.13 -0.57
H: 0.84 1.26 0.36
H: 0.60 1.36 -1.35

Charge = 0
HOMO = -7.9 eV
Electronic energy = -118831.3893 eV
Spin multiplicity = 1
LUMO energy = 0.4 eV

***

2.
Molecular formula: C34H96N6O11
Method: DFT, wB97M-V/def2-TZVPD

Positions of all 147 atoms, in Å:
C: 18.75 16.88 11.99
O: 18.41 16.28 10.75
C: 17.08 15.77 10.81
C: 16.95 14.70 9.80
C: 16.88 15.24 8.39
N: 15.75 13.84 10.09
H: 18.12 17.73 12.20
H: 19.77 17.16 12.03
H: 18.64 16.18 12.86
H: 17.09 15.39 11.86
H: 16.29 16.56 10.73
H: 17.87 14.04 9.90
H: 16.09 16.01 8.25
H: 16.74 14.39 7.73
H: 17.83 15.79 8.19
H: 14.95 14.39 9.72
H: 15.63 13.81 11.10
C: 21.60 7.46 12.78
O: 20.79 8.35 13.55
C: 20.58 7.88 14.82
C: 19.30 7.03 14.97
C: 18.05 7.83 14.64
N: 19.29 6.46 16.31
H: 22.62 7.31 13.13
H: 21.63 7.93 11.78
H: 21.17 6.39 12.78
H: 21.41 7.21 15.13
H: 20.69 8.76 15.50
H: 19.43 6.20 14.27
H: 18.16 8.31 13.70
H: 17.76 8.68 15.33
H: 17.20 7.22 14.49
H: 18.87 5.57 16.48
H: 18.94 7.17 16.97
C: 22.22 9.98 7.71
O: 21.72 11.19 8.24
C: 22.79 12.07 8.51
C: 22.40 12.98 9.65
C: 21.16 13.84 9.32
N: 23.58 13.86 9.89
H: 21.47 9.16 7.76
H: 23.08 9.63 8.32
H: 22.45 10.18 6.66
H: 23.67 11.40 8.81
H: 23.06 12.73 7.70
H: 22.16 12.32 10.54
H: 20.88 14.49 10.16
H: 20.33 13.17 9.10
H: 21.37 14.41 8.41
H: 23.29 14.66 10.43
H: 24.34 13.44 10.43
C: 18.53 7.65 10.83
O: 17.45 8.11 10.05
C: 17.59 9.43 9.64
C: 16.70 9.82 8.54
C: 17.16 9.15 7.27
N: 16.91 11.28 8.38
H: 19.44 7.54 10.16
H: 18.29 6.70 11.32
H: 18.77 8.44 11.59
H: 17.46 10.05 10.49
H: 18.62 9.66 9.30
H: 15.66 9.51 8.72
H: 16.47 9.39 6.39
H: 17.12 8.06 7.43
H: 18.18 9.43 6.93
H: 16.52 11.65 7.54
H: 16.49 11.82 9.14
C: 9.35 14.11 12.92
O: 10.70 14.00 13.14
C: 11.16 14.27 14.47
C: 12.58 13.69 14.64
C: 13.43 14.28 13.53
N: 12.56 12.22 14.51
H: 8.75 13.39 13.57
H: 9.10 13.86 11.90
H: 9.02 15.09 13.22
H: 11.20 15.42 14.65
H: 10.43 13.80 15.18
H: 12.90 13.92 15.63
H: 13.29 15.37 13.45
H: 13.19 13.83 12.57
H: 14.50 14.12 13.73
H: 11.91 11.91 13.80
H: 12.20 11.85 15.40
C: 15.81 11.25 13.21
O: 16.61 12.48 13.14
C: 17.77 12.33 12.33
C: 18.83 11.34 12.84
C: 19.08 11.45 14.32
N: 20.13 11.66 12.16
H: 16.37 10.46 13.69
H: 15.50 10.94 12.19
H: 14.93 11.54 13.79
H: 17.43 12.14 11.31
H: 18.22 13.32 12.24
H: 18.50 10.30 12.66
H: 18.25 11.01 14.85
H: 19.11 12.48 14.58
H: 20.06 11.01 14.61
H: 20.82 11.00 12.34
H: 20.01 11.67 11.16
C: 19.28 12.94 18.19
C: 17.93 13.48 18.76
O: 17.11 12.35 19.06
H: 19.62 12.14 18.80
H: 20.02 13.78 18.24
H: 19.16 12.64 17.16
H: 17.51 14.23 18.07
H: 18.23 14.02 19.67
H: 17.44 11.71 18.42
C: 13.45 8.48 11.07
C: 14.23 8.13 12.34
O: 13.96 6.74 12.64
H: 13.94 9.41 10.79
H: 12.38 8.65 11.11
H: 13.64 7.75 10.28
H: 14.04 8.82 13.20
H: 15.30 8.21 12.11
H: 13.21 6.83 13.23
C: 15.13 10.93 16.77
C: 15.19 12.41 16.78
O: 14.50 12.97 17.88
H: 14.10 10.67 16.98
H: 15.77 10.49 17.56
H: 15.43 10.53 15.81
H: 14.71 12.82 15.92
H: 16.20 12.77 16.72
H: 15.03 12.74 18.68
C: 22.09 15.74 13.87
C: 21.02 14.69 13.99
O: 20.57 14.41 12.69
H: 21.70 16.70 13.53
H: 22.85 15.38 13.18
H: 22.54 15.88 14.88
H: 20.26 15.20 14.66
H: 21.45 13.81 14.56
H: 20.59 13.44 12.63
C: 23.62 10.74 13.32
C: 24.93 11.44 12.97
O: 25.98 10.63 13.39
H: 23.48 10.63 14.38
H: 23.69 9.70 12.96
H: 22.82 11.31 12.89
H: 25.01 12.44 13.38
H: 24.90 11.56 11.87
H: 26.36 10.99 14.18

Charge = 0
HOMO = -9.1 eV
Electronic energy = -68272.4250 eV
Spin multiplicity = 1
LUMO energy = 0.5 eV